*P*
{"formula": "C2H3ClF2S", "method": "ωB97M-V/def2-TZVPD", "smiles": "FC(F)(Cl)CS", "spin_multiplicity": 1, "elements": ["F", "C", "F", "Cl", "C", "S", "H", "H", "H"], "coordinates": [[-1.852, -0.626, -0.508], [-0.915, 0.064, 0.097], [-0.894, -0.226, 1.405], [-1.274, 1.746, -0.002], [0.432, -0.324, -0.522], [1.953, 0.641, 0.053], [0.339, -0.161, -1.626], [0.475, -1.429, -0.250], [1.735, 0.316, 1.354]], "mulliken_charge": [-0.21, 0.65, -0.22, -0.14, -0.75, -0.16, 0.36, 0.33, 0.15]}


*Q*
{"formula": "C2H3ClF2S", "method": "ωB97M-V/def2-TZVPD", "spin_multiplicity": 1, "elements": ["C", "C", "F", "F", "S", "Cl", "H", "H", "H"], "coordinates": [[-0.255, -0.551, -0.515], [-0.376, 0.675, 0.405], [-0.221, -0.075, 2.121], [0.596, 1.532, 0.412], [1.555, -1.248, -0.593], [-2.021, 1.365, 0.364], [-1.062, -1.297, -0.221], [-0.306, -0.252, -1.632], [2.090, -0.149, -0.341]], "mulliken_charge": [-0.73, 0.71, -0.46, -0.13, -0.12, -0.09, 0.35, 0.37, 0.11]}


*R*
{"formula": "C2H3ClF2S", "method": "ωB97M-V/def2-TZVPD", "smiles": "CC(F)(F)SCl", "spin_multiplicity": 1, "elements": ["C", "C", "F", "F", "S", "Cl", "H", "H", "H"], "coordinates": [[-1.229, 0.113, 0.085], [0.232, -0.327, -0.029], [0.668, -1.019, 1.002], [0.383, -1.089, -1.168], [1.352, 1.144, -0.257], [3.130, 0.270, 0.081], [-1.304, 1.007, 0.743], [-1.741, -0.685, 0.536], [-1.493, 0.586, -0.994]], "mulliken_charge": [-1.11, 0.75, -0.22, -0.23, -0.02, -0.14, 0.34, 0.34, 0.30]}


Tell me which of them is the most stable. Sure, it is *P*.


*P*
{"formula": "C2H3ClF2S", "method": "ωB97M-V/def2-TZVPD", "spin_multiplicity": 1, "elements": ["C", "C", "F", "F", "S", "Cl", "H", "H", "H"], "coordinates": [[0.335, -0.371, 0.659], [-0.590, -0.400, -0.402], [-1.188, 1.406, -0.206], [-0.157, -0.241, -1.614], [1.648, 0.919, 0.419], [-2.202, -1.223, -0.284], [-0.089, -0.052, 1.576], [0.928, -1.368, 0.753], [1.316, 1.329, -0.902]], "mulliken_charge": [-0.50, 0.56, -0.50, -0.12, -0.18, -0.08, 0.31, 0.33, 0.18]}


*Q*
{"formula": "C2H3ClF2S", "method": "ωB97M-V/def2-TZVPD", "spin_multiplicity": 1, "elements": ["C", "C", "F", "F", "S", "Cl", "H", "H", "H"], "coordinates": [[-0.377, -0.146, -0.670], [0.475, 0.750, 0.230], [-0.322, 0.186, 2.053], [1.722, 0.530, 0.598], [0.138, -1.821, -0.796], [0.168, 2.456, 0.105], [-1.379, -0.303, -0.273], [-0.517, 0.335, -1.770], [0.091, -1.987, 0.523]], "mulliken_charge": [-0.66, 0.75, -0.56, -0.11, -0.20, -0.07, 0.35, 0.33, 0.17]}


Tell me which of them is the most stable. Sure, it is *P*.


*P*
{"formula": "C6H5NO2", "method": "ωB97M-V/def2-TZVPD", "smiles": "O=[N+]([O-])c1ccccc1", "spin_multiplicity": 1, "elements": ["O", "N", "O", "C", "C", "C", "C", "C", "C", "H", "H", "H", "H", "H"], "coordinates": [[0.978, -2.826, 0.707], [1.450, -1.791, 0.291], [2.622, -1.613, 0.011], [0.522, -0.660, 0.087], [-0.811, -0.831, 0.419], [-1.663, 0.242, 0.249], [-1.165, 1.471, -0.187], [0.174, 1.615, -0.519], [1.028, 0.520, -0.407], [-1.163, -1.794, 0.756], [-2.725, 0.183, 0.448], [-1.863, 2.288, -0.310], [0.567, 2.580, -0.806], [2.051, 0.616, -0.738]], "mulliken_charge": [-0.60, 0.99, -0.60, 0.20, -0.39, -0.38, -0.43, -0.41, -0.34, 0.44, 0.36, 0.36, 0.37, 0.43]}


*Q*
{"formula": "C6H5NO2", "method": "ωB97M-V/def2-TZVPD", "smiles": "[H]/N=c1/ccccoc1=O", "spin_multiplicity": 1, "elements": ["H", "N", "C", "C", "C", "C", "C", "O", "C", "O", "H", "H", "H", "H"], "coordinates": [[0.507, -0.218, -2.924], [-0.035, -0.867, -2.377], [0.240, -0.740, -1.133], [-0.484, -1.370, -0.039], [-0.962, -0.617, 1.018], [-0.900, 0.834, 1.204], [-0.013, 1.650, 0.623], [1.188, 1.202, 0.156], [1.618, 0.089, -0.420], [2.717, -0.332, -0.400], [-0.590, -2.518, 0.094], [-1.508, -1.244, 1.858], [-1.752, 1.402, 1.733], [-0.028, 2.728, 0.606]], "mulliken_charge": [0.28, -0.65, 0.30, -0.38, -0.09, -0.18, -0.22, -0.34, 0.60, -0.47, 0.25, 0.24, 0.26, 0.41]}


Tell me which of them is the most stable. Sure, it is *P*.


*P*
{"formula": "C15H40O15S5", "method": "ωB97M-V/def2-TZVPD", "spin_multiplicity": 1, "elements": ["O", "S", "O", "O", "C", "C", "C", "H", "H", "H", "H", "H", "H", "H", "H", "O", "S", "O", "O", "C", "C", "C", "H", "H", "H", "H", "H", "H", "H", "H", "O", "S", "O", "O", "C", "C", "C", "H", "H", "H", "H", "H", "H", "H", "H", "O", "S", "O", "O", "C", "C", "C", "H", "H", "H", "H", "H", "H", "H", "H", "O", "S", "O", "O", "C", "C", "C", "H", "H", "H", "H", "H", "H", "H", "H"], "coordinates": [[-1.870, 1.684, 3.885], [-0.428, 1.458, 4.018], [0.008, 0.763, 5.205], [0.099, 0.572, 2.707], [1.253, -0.251, 2.906], [1.556, -0.767, 1.591], [0.642, 2.966, 3.793], [1.220, -0.903, 3.779], [2.039, 0.414, 3.263], [2.608, -1.051, 1.596], [1.367, -0.007, 0.833], [1.064, -1.712, 1.360], [1.633, 2.693, 3.432], [0.712, 3.522, 4.728], [0.060, 3.488, 3.034], [-1.126, -3.168, -1.402], [-1.994, -2.242, -0.677], [-2.049, -0.795, -1.013], [-3.633, -2.778, -0.716], [-3.921, -4.093, -0.878], [-4.757, -4.431, 0.440], [-1.657, -2.368, 1.095], [-2.988, -4.656, -0.838], [-4.463, -4.365, -1.784], [-5.699, -3.890, 0.348], [-4.189, -4.134, 1.321], [-5.081, -5.458, 0.610], [-0.766, -1.799, 1.361], [-1.371, -3.398, 1.308], [-2.449, -1.910, 1.687], [1.481, 2.628, 1.564], [2.762, 2.063, 1.699], [3.079, 1.382, 2.922], [2.885, 1.003, 0.390], [2.162, 1.181, -0.863], [2.651, 2.285, -1.829], [4.127, 3.246, 1.277], [1.092, 1.233, -0.661], [2.462, 0.241, -1.328], [2.071, 2.119, -2.737], [3.698, 1.989, -1.901], [2.565, 3.289, -1.414], [4.544, 3.503, 2.251], [3.677, 4.041, 0.684], [4.841, 2.657, 0.701], [-1.855, 2.094, -0.932], [-1.429, 1.242, 0.187], [-2.429, 0.383, 0.856], [-0.104, 0.398, -0.388], [-0.191, -0.988, -0.483], [1.271, -1.513, -0.645], [-0.618, 2.356, 1.362], [-0.874, -1.299, -1.274], [-0.732, -1.518, 0.301], [1.910, -0.922, -1.300], [1.246, -2.564, -0.933], [1.657, -1.852, 0.317], [-0.476, 3.269, 0.785], [0.266, 1.917, 1.826], [-1.328, 2.631, 2.141], [1.471, 1.199, -3.081], [0.205, 1.221, -3.881], [0.189, 1.532, -5.319], [-0.724, -0.094, -3.613], [-0.037, -1.357, -3.376], [-1.093, -2.403, -3.140], [-0.691, 2.531, -2.951], [0.544, -1.270, -2.458], [0.634, -1.717, -4.156], [-0.817, -3.457, -3.107], [-1.851, -2.474, -3.920], [-1.515, -2.227, -2.150], [-0.484, 2.513, -1.881], [-1.748, 2.655, -3.187], [-0.313, 3.473, -3.348]], "mulliken_charge": [-0.61, 1.26, -0.72, -0.16, -1.12, -0.22, -0.44, 0.63, 0.60, 0.06, -0.15, 0.62, 0.02, 0.63, 0.22, -0.55, 1.40, -0.83, -0.44, -0.34, -1.10, -1.50, 0.26, 0.43, 0.30, 0.25, 0.39, 0.78, 0.43, 0.43, -0.53, 1.37, -0.75, -0.46, 0.13, -1.80, -1.22, 0.43, 0.31, 0.29, 0.41, 0.23, 0.50, 0.30, 0.37, -0.93, 1.76, -0.73, 0.68, -0.33, -0.77, 0.28, -0.53, -0.24, 0.10, 0.61, -0.01, 0.44, -2.12, 1.05, -0.45, 0.96, -0.68, -0.27, 0.50, -1.58, -0.58, -0.29, 0.50, 0.36, 0.45, 0.81, 0.01, 0.39, 0.50]}


*Q*
{"formula": "C15H40O15S5", "method": "ωB97M-V/def2-TZVPD", "smiles": "CCOS(C)(=O)=O.CCOS(C)(=O)=O.CCOS(C)(=O)=O.CCOS(C)(=O)=O.CCOS(C)(=O)=O", "spin_multiplicity": 1, "elements": ["C", "C", "O", "S", "C", "O", "O", "H", "H", "H", "H", "H", "H", "H", "H", "C", "C", "O", "S", "C", "O", "O", "H", "H", "H", "H", "H", "H", "H", "H", "C", "C", "O", "S", "C", "O", "O", "H", "H", "H", "H", "H", "H", "H", "H", "C", "C", "O", "S", "C", "O", "O", "H", "H", "H", "H", "H", "H", "H", "H", "C", "C", "O", "S", "C", "O", "O", "H", "H", "H", "H", "H", "H", "H", "H"], "coordinates": [[-18.492, 8.326, 23.650], [-17.113, 8.364, 24.228], [-16.884, 9.693, 24.781], [-15.494, 9.826, 25.715], [-16.116, 8.876, 27.271], [-14.451, 9.063, 25.003], [-15.413, 11.233, 26.047], [-18.555, 8.996, 22.793], [-19.213, 8.568, 24.432], [-18.745, 7.323, 23.308], [-16.947, 7.504, 24.876], [-16.500, 8.263, 23.332], [-16.413, 9.618, 28.012], [-15.224, 8.374, 27.643], [-17.039, 8.355, 27.017], [-13.320, 8.802, 22.115], [-11.905, 9.463, 22.277], [-11.794, 10.772, 21.741], [-10.511, 11.094, 20.669], [-9.090, 11.241, 21.924], [-10.426, 9.937, 19.760], [-10.679, 12.449, 20.144], [-13.492, 7.814, 22.543], [-13.555, 8.853, 21.052], [-14.000, 9.483, 22.627], [-11.765, 9.571, 23.353], [-11.161, 8.780, 21.869], [-9.629, 11.257, 22.871], [-8.555, 12.143, 21.628], [-8.464, 10.353, 21.834], [-15.521, 4.759, 22.621], [-14.804, 5.156, 21.311], [-14.800, 3.973, 20.554], [-14.826, 4.218, 18.934], [-14.605, 2.431, 18.398], [-16.180, 4.614, 18.607], [-13.712, 5.073, 18.498], [-15.288, 5.622, 23.245], [-15.080, 3.909, 23.141], [-16.598, 4.625, 22.518], [-15.252, 6.044, 20.866], [-13.777, 5.469, 21.496], [-15.548, 2.013, 18.750], [-13.677, 2.092, 18.859], [-14.602, 2.643, 17.329], [-21.941, 8.246, 23.592], [-22.120, 7.467, 22.252], [-22.831, 6.310, 22.320], [-22.094, 4.818, 21.942], [-22.236, 4.814, 20.064], [-20.690, 4.743, 22.297], [-23.061, 3.804, 22.448], [-21.411, 9.198, 23.558], [-21.576, 7.555, 24.353], [-22.897, 8.636, 23.940], [-22.531, 8.161, 21.518], [-21.098, 7.253, 21.941], [-22.931, 5.636, 19.895], [-22.767, 3.923, 19.729], [-21.253, 4.895, 19.599], [-19.438, 12.398, 18.522], [-19.259, 11.181, 19.361], [-18.973, 10.019, 18.604], [-18.421, 8.680, 19.437], [-18.645, 7.336, 18.245], [-16.992, 8.871, 19.498], [-19.315, 8.493, 20.583], [-19.918, 12.173, 17.569], [-18.464, 12.733, 18.166], [-19.876, 13.241, 19.056], [-18.354, 11.255, 19.965], [-20.051, 10.978, 20.081], [-18.373, 7.751, 17.275], [-19.714, 7.171, 18.104], [-17.969, 6.534, 18.541]], "mulliken_charge": [-0.93, -0.15, -0.43, 1.18, -0.88, -0.55, -0.62, 0.09, 0.33, 0.39, 0.48, 0.12, 0.35, 0.32, 0.28, -1.00, -0.41, -0.34, 1.17, -0.84, -0.59, -0.59, 0.28, 0.40, 0.19, 0.34, 0.43, 0.27, 0.37, 0.30, -0.96, -0.17, -0.25, 1.05, -0.93, -0.56, -0.61, 0.18, 0.33, 0.29, 0.31, 0.30, 0.31, 0.35, 0.37, -1.36, 0.25, -0.37, 1.17, -0.84, -0.53, -0.61, 0.34, 0.31, 0.45, 0.27, 0.05, 0.29, 0.39, 0.25, -1.24, 0.01, -0.36, 1.00, -0.88, -0.61, -0.37, 0.32, 0.30, 0.35, 0.31, 0.20, 0.38, 0.31, 0.27]}


Tell me which of them is the most stable. Sure, it is *Q*.